A 2-piece molecular cluster, C6H13F10N2O3S2 overall. Source: the OMol25 dataset; level of theory: ωB97M-V/def2-TZVPD.

XYZ file:
```
36
Properties=species:S:1:pos:R:3:nbo_charge:R:1
C 2.69702 -0.81577 1.18151 -0.628
C 2.10316 -0.96688 -0.20822 -0.233
N 0.79231 -1.62822 -0.16312 -0.471
N -0.12535 -1.11596 -1.13928 -0.519
C -1.52060 -1.15119 -0.65785 -0.260
C -1.82445 -0.05859 0.37504 -0.482
C -2.65472 1.14535 -0.07276 0.641
F -3.40833 0.88275 -1.14581 -0.303
F -3.53269 1.39940 0.94865 -0.327
C -1.95349 2.52865 -0.23821 0.462
F -1.44891 2.85017 0.95488 -0.310
F -2.87019 3.42094 -0.54008 -0.279
S -0.54951 2.66965 -1.49870 2.374
F -1.03647 1.34877 -2.21887 -0.457
F -1.42334 3.52439 -2.49102 -0.440
F -0.05261 4.00023 -0.79372 -0.452
F 0.37065 1.81004 -0.50711 -0.485
F 0.66345 2.74650 -2.49264 -0.431
S 0.00175 -2.01534 -2.54248 2.518
O -0.90102 -1.46009 -3.48239 -0.886
O 0.06197 -3.41040 -2.29231 -0.884
F 1.43543 -1.54849 -2.92840 -0.469
H 2.73735 -1.79281 1.67612 0.176
H 3.71832 -0.43845 1.10811 0.244
H 2.12874 -0.08996 1.77244 0.186
H 2.04817 -0.01101 -0.73147 0.218
H 2.77469 -1.60506 -0.78835 0.206
H 0.38015 -1.53570 0.75499 0.343
H -1.67094 -2.12684 -0.17702 0.201
H -2.18560 -1.12468 -1.51607 0.274
H -2.41883 -0.52587 1.16187 0.248
H -0.90271 0.26676 0.85945 0.227
O 2.15099 -1.18838 4.26907 -0.756
H 2.08457 -0.50683 4.97192 0.585
H 1.35604 -1.76157 4.24397 0.584
H 2.97498 -1.71551 4.34788 0.587
```

Results
E_LUMO = -5.797 eV
HOMO level = -0.4401 hartree
calculated total energy = -2366.24604 Eh
charge = +1
orbital gap = 6.2 eV